Molecular formula: C24H28O2
Method: DFT, ωB97M-V with the def2-TZVPD basis set

CARTESIAN COORDINATES (ANGSTROEM)
C (7.759, -1.892, 1.138)
C (6.621, -0.875, 1.247)
C (5.385, -1.285, 0.449)
C (4.291, -0.198, 0.411)
C (3.929, 0.300, -0.998)
C (2.440, 0.619, -1.164)
C (2.035, 1.854, -0.359)
C (0.565, 2.341, -0.465)
C (-0.325, 1.721, -1.541)
C (-0.907, 0.327, -1.277)
C (-1.613, 0.190, 0.045)
C (-0.867, -0.088, 1.191)
C (-1.457, -0.238, 2.435)
C (-2.832, -0.119, 2.572)
C (-3.598, 0.131, 1.446)
C (-2.998, 0.293, 0.188)
C (-3.914, 0.575, -0.958)
O (-3.626, 1.304, -1.881)
C (-5.242, -0.105, -0.885)
C (-5.893, -0.542, -2.031)
C (-7.118, -1.180, -1.913)
C (-7.707, -1.351, -0.664)
C (-7.073, -0.889, 0.480)
C (-5.830, -0.280, 0.367)
C (-5.086, 0.208, 1.564)
O (-5.641, 0.614, 2.561)
H (8.382, -1.695, 0.266)
H (8.410, -1.853, 2.012)
H (7.368, -2.907, 1.065)
H (6.355, -0.731, 2.296)
H (6.964, 0.095, 0.878)
H (5.712, -1.496, -0.572)
H (4.985, -2.203, 0.880)
H (4.635, 0.647, 1.011)
H (3.389, -0.570, 0.902)
H (4.521, 1.183, -1.247)
H (4.173, -0.492, -1.710)
H (2.231, 0.776, -2.223)
H (1.890, -0.257, -0.813)
H (2.702, 2.666, -0.656)
H (2.248, 1.641, 0.692)
H (0.092, 2.248, 0.512)
H (0.588, 3.413, -0.667)
H (0.213, 1.699, -2.491)
H (-1.172, 2.393, -1.697)
H (-1.607, 0.115, -2.084)
H (-0.140, -0.447, -1.327)
H (0.206, -0.200, 1.098)
H (-0.847, -0.458, 3.301)
H (-3.315, -0.226, 3.533)
H (-5.444, -0.388, -3.002)
H (-7.633, -1.549, -2.790)
H (-8.666, -1.841, -0.579)
H (-7.534, -1.000, 1.452)

Calculated values
Electronic energy: -29437.83716 eV
Gap between HOMO and LUMO: 8.88 eV
Maximum force: 0.5 eV/A
2S+1: 1

Molecular formula: C24H28O2OsPSi2
Method: DFT, ωB97M-V with the def2-TZVPD basis set

CARTESIAN COORDINATES (ANGSTROEM)
Os (-1.229, -0.089, 0.866)
O (-1.264, 0.383, 4.974)
C (-0.839, 0.209, 3.874)
O (-1.621, 0.264, 2.775)
C (0.637, -0.073, 3.599)
P (1.005, -0.281, 1.817)
C (1.614, -1.968, 1.612)
C (0.701, -2.940, 2.036)
C (0.991, -4.286, 1.903)
C (2.194, -4.681, 1.333)
C (3.103, -3.725, 0.909)
C (2.819, -2.372, 1.046)
C (2.082, 1.099, 1.387)
C (1.434, 2.335, 1.502)
C (2.092, 3.509, 1.185)
C (3.408, 3.465, 0.743)
C (4.059, 2.246, 0.634)
C (3.403, 1.065, 0.954)
H (0.932, -0.965, 4.152)
H (1.217, 0.759, 4.000)
H (-0.245, -2.649, 2.486)
H (0.277, -5.025, 2.242)
H (2.421, -5.732, 1.222)
H (4.043, -4.028, 0.469)
H (3.550, -1.659, 0.703)
H (0.404, 2.386, 1.848)
H (1.579, 4.456, 1.282)
H (3.926, 4.380, 0.491)
H (5.087, 2.209, 0.301)
H (3.949, 0.139, 0.869)
C (-0.145, -2.562, -1.531)
Si (-0.210, -0.705, -1.344)
C (1.455, 0.044, -1.736)
C (-1.486, 0.032, -2.534)
C (-1.291, -0.239, -3.892)
C (-2.137, 0.273, -4.863)
C (-3.206, 1.076, -4.493)
C (-3.417, 1.358, -3.153)
C (-2.570, 0.845, -2.163)
Si (-2.976, 1.314, -0.406)
C (-2.736, 3.108, -0.015)
C (-4.586, 0.634, 0.225)
H (-0.117, -2.819, -2.593)
H (-1.018, -3.056, -1.099)
H (0.748, -2.974, -1.058)
H (1.600, 0.041, -2.819)
H (2.270, -0.531, -1.292)
H (1.539, 1.076, -1.393)
H (-0.459, -0.861, -4.206)
H (-1.960, 0.048, -5.906)
H (-3.871, 1.480, -5.245)
H (-4.258, 1.988, -2.884)
H (-3.494, 3.697, -0.540)
H (-1.758, 3.463, -0.343)
H (-2.851, 3.298, 1.053)
H (-5.396, 1.165, -0.289)
H (-4.703, 0.803, 1.296)
H (-4.697, -0.428, 0.010)

Calculated values
Charge: +1
Electronic energy: -56942.04038 eV
Energy relative to the best compared isomer or geometry (same formula, charge and spin): 0.00 kcal per mole
Gap between HOMO and LUMO (alpha / beta): 7.91 / 6.58 eV
Maximum force: 0.8 eV/A
2S+1: 5

Molecular formula: C24H29BiFN5O11Se
Method: DFT, ωB97M-V with the def2-TZVPD basis set

CARTESIAN COORDINATES (ANGSTROEM)
Bi (-0.217, 0.099, -1.372)
O (-1.642, -2.379, 1.729)
C (-1.674, -2.074, 0.510)
O (-0.640, -1.977, -0.226)
C (-3.072, -1.781, -0.054)
C (-3.466, -0.325, 0.294)
C (-4.992, -0.179, 0.226)
C (-5.226, -0.183, -1.310)
C (-3.794, -0.348, -1.839)
O (-3.034, 0.405, -0.867)
C (-3.311, -1.785, -1.607)
C (-2.100, -2.210, -2.461)
O (-2.047, -3.406, -2.734)
O (-1.247, -1.321, -2.884)
H (-3.740, -2.471, 0.453)
H (-2.986, 0.081, 1.180)
H (-5.505, -0.989, 0.742)
H (-5.300, 0.767, 0.670)
H (-5.881, -0.987, -1.647)
H (-5.638, 0.767, -1.646)
H (-3.616, 0.032, -2.839)
H (-4.081, -2.505, -1.865)
C (3.602, -2.088, 0.965)
N (2.830, -3.031, 0.157)
C (2.714, -4.383, 0.399)
C (2.005, -4.907, -0.623)
N (1.706, -3.872, -1.480)
C (1.012, -4.012, -2.762)
C (2.191, -2.726, -0.989)
Se (2.137, -1.010, -1.777)
H (3.792, -2.538, 1.937)
H (3.050, -1.162, 1.077)
H (4.549, -1.867, 0.475)
H (3.153, -4.856, 1.261)
H (1.698, -5.919, -0.817)
H (1.177, -5.019, -3.140)
H (1.408, -3.280, -3.460)
H (-0.055, -3.834, -2.661)
F (0.480, 7.618, -0.138)
C (1.108, 6.897, -1.073)
C (1.512, 5.654, -0.812)
N (2.191, 4.888, -1.734)
C (2.584, 3.521, -1.389)
C (1.383, 2.574, -1.473)
O (0.441, 2.757, -0.680)
O (1.438, 1.638, -2.342)
C (2.401, 5.337, -3.030)
O (2.945, 4.680, -3.892)
N (1.951, 6.628, -3.253)
C (1.327, 7.513, -2.369)
O (1.025, 8.636, -2.701)
H (1.312, 5.192, 0.144)
H (2.935, 3.512, -0.359)
H (3.360, 3.195, -2.066)
H (2.092, 6.969, -4.190)
O (1.785, 0.690, 1.490)
C (0.602, 0.528, 1.783)
O (-0.415, 0.409, 1.034)
C (0.199, 0.377, 3.262)
N (-0.827, -0.734, 3.343)
C (-0.358, -1.748, 4.336)
C (1.154, -1.553, 4.360)
C (1.331, -0.034, 4.196)
H (-0.265, 1.318, 3.551)
H (-0.955, -1.229, 2.407)
H (-1.750, -0.380, 3.557)
H (-0.668, -2.735, 4.002)
H (-0.795, -1.539, 5.311)
H (1.617, -2.083, 3.524)
H (1.583, -1.923, 5.289)
H (2.280, 0.231, 3.741)
H (1.243, 0.469, 5.160)

Calculated values
Electronic energy: -129238.87203 eV
Energy relative to the best compared isomer or geometry (same formula, charge and spin): 20.06 kcal per mole
Gap between HOMO and LUMO: 8.31 eV
Maximum force: 1.3 eV/A
2S+1: 1

Molecular formula: C24H29BrN4O3PdS
Method: DFT, ωB97M-V with the def2-TZVPD basis set

CARTESIAN COORDINATES (ANGSTROEM)
Pd (0.750, 0.126, -0.101)
N (8.433, -0.108, 1.691)
C (7.160, -0.628, 1.356)
C (6.812, -1.926, 1.719)
C (5.572, -2.441, 1.371)
C (4.682, -1.671, 0.644)
C (5.023, -0.379, 0.272)
C (6.257, 0.141, 0.626)
S (3.074, -2.288, 0.188)
O (3.005, -3.664, 0.634)
O (2.969, -2.054, -1.229)
N (2.038, -1.304, 0.927)
C (2.026, -1.259, 2.281)
N (2.900, -1.994, 3.014)
C (2.836, -1.882, 4.327)
C (1.930, -1.065, 4.983)
C (1.085, -0.341, 4.146)
N (1.119, -0.416, 2.835)
H (8.797, -0.508, 2.544)
H (8.426, 0.899, 1.764)
H (7.513, -2.527, 2.290)
H (5.265, -3.433, 1.673)
H (4.307, 0.217, -0.282)
H (6.520, 1.155, 0.343)
H (3.555, -2.477, 4.888)
H (1.887, -0.986, 6.060)
H (0.346, 0.343, 4.561)
C (-5.734, 5.435, -1.109)
C (-5.150, 4.420, -0.113)
C (-5.483, 4.886, 1.314)
C (-5.850, 3.080, -0.341)
C (-3.640, 4.318, -0.299)
C (-2.987, 3.149, -0.669)
C (-1.615, 3.113, -0.842)
Br (-0.887, 1.417, -1.392)
C (-0.755, 4.248, -0.717)
O (0.472, 4.233, -0.996)
C (-1.456, 5.444, -0.262)
C (-2.825, 5.444, -0.098)
C (-0.624, 6.707, -0.025)
C (-1.460, 7.877, 0.508)
C (0.478, 6.421, 1.009)
C (0.022, 7.152, -1.346)
H (-6.819, 5.531, -0.984)
H (-5.527, 5.118, -2.133)
H (-5.284, 6.420, -0.970)
H (-6.567, 4.972, 1.454)
H (-5.036, 5.859, 1.525)
H (-5.092, 4.175, 2.043)
H (-6.927, 3.194, -0.186)
H (-5.485, 2.319, 0.351)
H (-5.689, 2.717, -1.358)
H (-3.535, 2.228, -0.823)
H (-3.306, 6.366, 0.211)
H (-1.968, 7.619, 1.441)
H (-2.213, 8.201, -0.215)
H (-0.799, 8.726, 0.707)
H (0.033, 6.072, 1.945)
H (1.048, 7.334, 1.218)
H (1.145, 5.647, 0.636)
H (-0.751, 7.419, -2.072)
H (0.624, 6.338, -1.749)
H (0.657, 8.031, -1.181)

Calculated values
Charge: -2
Electronic energy: -121820.10423 eV
Energy relative to the best compared isomer or geometry (same formula, charge and spin): 5.86 kcal per mole
Gap between HOMO and LUMO: 4.68 eV
Maximum force: 0.3 eV/A
2S+1: 1